The following is a DFT calculation (ωB97M-V/def2-TZVPD) of a single C5H7NO molecule in a non-equilibrium geometry.

- energy relative to the best compared isomer or geometry (same formula, charge and spin) (kJ/mol) = 167.31
- net charge = 0
- Kohn-Sham gap (eV) = 11.96
- SMILES = CC[C@@]1(C#N)CO1
- calculated total energy (eV) = -8834.4688
- HOMO energy (eV) = -11.13

Each line ends with the natural charge from an NBO analysis.
Cartesian coordinates (Å):
1 C -0.168459 -1.695681 -0.605069  -0.62
2 C 0.675980 -0.673361 0.153366  -0.40
3 C 0.151297 0.750306 0.064768  0.11
4 C -0.442502 1.134373 -1.218281  0.26
5 N -0.938367 1.404426 -2.227633  -0.30
6 C -0.286768 1.507032 1.249989  -0.08
7 O 0.972060 1.748188 0.646928  -0.45
8 H -1.211010 -1.693248 -0.272631  0.21
9 H 0.233209 -2.701707 -0.452408  0.22
10 H -0.160992 -1.490647 -1.680241  0.22
11 H 0.746022 -0.935635 1.214895  0.22
12 H 1.699244 -0.670833 -0.239086  0.22
13 H -1.015839 2.309878 1.147975  0.20
14 H -0.253874 1.006907 2.217425  0.19

Cartesian forces, eV/Å:
-0.020 -0.043 -0.037
0.036 0.002 0.018
-0.047 -0.170 -0.089
-0.414 0.225 -0.857
0.500 -0.251 0.959
-0.249 0.003 0.185
0.173 0.094 -0.003
0.116 0.011 -0.002
-0.062 0.151 -0.013
-0.016 -0.025 0.156
-0.001 0.062 -0.150
-0.124 0.032 0.014
0.111 -0.142 -0.026
-0.002 0.049 -0.155